Density functional theory data (ωB97M-V/def2-TZVPD) for a single C7H16O molecule.

```
24
Properties=species:S:1:pos:R:3
C 0.16 0.90 0.41
C 0.01 -0.06 -0.80
C -0.94 -1.25 -0.60
C 0.82 2.21 -0.04
C -1.21 1.24 1.02
C 1.39 -0.55 -1.27
C -0.57 -2.25 0.49
O 1.01 0.38 1.41
H 0.63 -0.44 1.74
H -0.43 0.53 -1.61
H -1.95 -0.88 -0.41
H -0.98 -1.79 -1.55
H -1.67 0.37 1.48
H -1.09 2.00 1.79
H 0.90 2.88 0.81
H 1.82 2.01 -0.40
H 0.24 2.68 -0.83
H -1.88 1.62 0.25
H 1.28 -1.39 -1.95
H 1.93 0.24 -1.78
H 1.99 -0.87 -0.42
H -0.76 -1.86 1.49
H -1.17 -3.16 0.38
H 0.48 -2.54 0.42
```

Results
**SMILES string**: CC[C@H](C)C(C)(C)O
**Total charge**: 0
**Lowest unoccupied orbital energy**: 0.03432 hartree
**HOMO level**: -10.0 eV
**Orbital gap**: 10.947 eV
**Energy relative to the best compared isomer or geometry (same formula, charge and spin)**: 0.0 kcal/mol